Here is a 2-piece molecular cluster, C3H2N2O2S overall in a non-equilibrium geometry from OMol25. Energies are from ωB97M-V/def2-TZVPD.

CARTESIAN COORDINATES (ANGSTROEM)
C (-1.1166, 0.8535, 0.0430)
C (3.3141, 0.8574, 0.0489)
C (1.5732, -0.6295, 0.9637)
N (-0.9398, 0.4888, -1.0648)
N (2.3372, 0.3992, 0.5540)
O (-1.1089, 1.4272, 1.0348)
O (4.1294, 1.3978, -0.5490)
S (1.3488, -1.9371, -0.0135)
H (1.2327, -0.5592, 1.9779)
H (-1.4386, -0.2494, -1.6508)

SMILES string	O=C=NC=S.N=C=O
energy above the lowest of the compared OMol25 structures with the same formula, charge and spin	48.0	kcal/mol
DFT total energy	-773.67066	Ha
gap between HOMO and LUMO (alpha / beta)	8.4 / 8.4	eV